i) Molecular formula: CH2O2S3
Method: DFT, wB97M-V/def2-TZVPD

Summary:
- LUMO: -0.027 Eh
- Frontier orbital gap: 8.073 eV
- HOMO: -8.80 eV
- SMILES string: OSC(=S)SO

Last column: Löwdin charge in e.
CARTESIAN COORDINATES (ANGSTROEM)
C1 -0.101 0.006 -0.098  -1.3686
O1 2.458 0.039 1.211  -0.5359
O2 -2.369 0.083 -1.074  -0.4007
S1 -0.163 1.295 0.904  0.6554
S2 1.638 -1.048 0.270  0.7278
S3 -0.858 -0.688 -1.374  0.9024
H1 2.116 0.078 2.097  0.0081
H2 -2.720 0.234 -1.935  0.0115

ii) Molecular formula: CH2O2S3
Method: DFT, wB97M-V/def2-TZVPD

Summary:
- LUMO (spin up / spin down): -0.069 / -0.069 Eh
- Frontier orbital gap (spin up / spin down): 7.571 / 7.579 eV
- HOMO (spin up / spin down): -9.44 / -9.44 eV

Last column: Löwdin charge in e.
CARTESIAN COORDINATES (ANGSTROEM)
C1 0.127 0.444 -0.741  -0.7580
O1 -0.756 -0.879 1.391  -0.3241
O2 -1.919 -1.170 -0.775  -0.2782
S1 -0.938 1.653 -0.061  0.7548
S2 2.340 0.361 0.431  0.3929
S3 -1.008 -0.469 0.053  0.4308
H1 0.618 0.466 -1.616  -0.0139
H2 1.537 -0.407 1.317  -0.2042

How far above the most stable structure does each one sit? In eV: i) 0.000; ii) 1.832.

i) Molecular formula: C2H2FNP2
Method: DFT, wB97M-V/def2-TZVPD

Summary:
- LUMO: -0.055 Eh
- Frontier orbital gap: 8.056 eV
- HOMO: -9.54 eV
- SMILES string: N#[PH]C=C=PF

Last column: Löwdin charge in e.
CARTESIAN COORDINATES (ANGSTROEM)
C1 0.621 -0.873 0.038  -0.3646
C2 -0.603 -1.145 0.350  -0.4915
N1 -0.051 1.963 0.424  -0.3523
F1 -2.452 -0.063 -1.060  -0.4074
P1 1.012 0.980 0.198  0.7075
P2 -1.974 -0.308 0.547  0.9134
H1 1.306 -1.705 0.068  0.0430
H2 2.141 1.151 -0.564  -0.0481

ii) Molecular formula: C2H2FNP2
Method: DFT, wB97M-V/def2-TZVPD

Summary:
- LUMO (spin up / spin down): -0.051 / -0.048 Eh
- Frontier orbital gap (spin up / spin down): 6.777 / 7.928 eV
- HOMO (spin up / spin down): -8.17 / -9.23 eV

Last column: Löwdin charge in e.
CARTESIAN COORDINATES (ANGSTROEM)
C1 -1.082 1.984 -0.862  0.0337
C2 -0.171 1.566 -0.161  -0.4385
N1 -0.239 -1.496 1.333  -0.4923
F1 2.100 0.615 0.215  -0.4470
P1 0.191 -2.072 0.014  0.5985
P2 0.792 0.997 1.193  0.8797
H1 -1.494 1.851 -1.836  0.0281
H2 -0.097 -3.447 0.103  -0.1623

How far above the most stable structure does each one sit? In eV: i) 0.000; ii) 0.485.